Entry 1:
An isolated ion of composition C23H29N4O2 and charge +1 in a non-equilibrium geometry, computed with the ωB97M-V functional and the def2-TZVPD basis.

Results
DFT total energy   -1262.99384 a.u.
Frontier orbital gap   7.65 eV
LUMO level   -0.0906 Eh
Total charge   +1

XYZ file:
```
58
Properties=species:S:1:pos:R:3:mulliken_charge:R:1
C 2.30 0.32 -6.42 -0.914
O 1.77 -0.11 -5.14 -0.461
C 1.38 0.84 -4.25 0.448
C 0.99 0.33 -2.98 0.000
C 0.61 1.21 -1.99 0.747
C 0.64 2.62 -2.29 -0.409
C 0.99 3.13 -3.53 -1.189
C 1.35 2.23 -4.53 -0.845
N 0.23 3.31 -1.16 0.062
C -0.04 4.74 -1.08 -0.992
C -0.08 2.42 -0.18 -1.357
C 0.18 1.12 -0.58 -0.407
C -0.25 -0.09 0.23 1.783
C -0.79 0.30 1.57 0.453
C -0.15 1.19 2.41 -1.742
N -0.53 0.95 3.71 0.087
C -0.02 1.73 4.82 -0.991
C -1.39 -0.15 3.76 -0.967
C -1.54 -0.60 2.42 -0.345
C -2.27 -1.73 2.16 1.482
C -2.83 -2.45 3.23 0.537
O -3.52 -3.60 2.98 -0.486
C -3.56 -3.98 1.58 -0.683
C -2.67 -2.00 4.58 -0.978
C -1.97 -0.83 4.84 -0.940
H 2.65 -0.61 -6.88 0.246
H 1.52 0.78 -7.04 0.350
H 3.15 1.02 -6.29 0.377
H 1.05 -0.74 -2.76 0.376
H 0.95 4.20 -3.74 0.232
H 1.62 2.58 -5.52 0.415
H 0.26 5.20 -2.02 0.338
H -1.11 4.94 -0.93 0.342
H 0.51 5.22 -0.25 0.303
H -0.38 2.82 0.78 0.885
H -0.99 -0.66 -0.36 0.484
H 0.56 1.98 2.23 0.834
H -0.43 1.35 5.75 0.322
H 1.08 1.71 4.86 0.338
H -0.31 2.78 4.71 0.340
H -2.36 -2.03 1.12 0.268
H -4.19 -4.87 1.49 0.276
H -4.01 -3.17 0.96 0.306
H -2.54 -4.20 1.21 0.251
H -3.12 -2.59 5.38 0.446
H -1.90 -0.43 5.85 0.283
C 2.95 -2.02 -0.31 -0.986
N 1.50 -1.93 -0.38 -0.012
C 0.68 -3.00 -0.88 -0.737
N 0.73 -1.00 0.61 -0.077
H 3.32 -3.06 -0.39 0.313
H 3.34 -1.50 -1.22 0.283
H 3.38 -1.58 0.62 0.370
H 1.25 -3.95 -0.94 0.424
H -0.23 -3.17 -0.25 0.175
H 0.41 -2.71 -1.93 0.221
H 0.34 -1.71 1.28 0.529
H 1.50 -0.54 1.09 0.594
```



Entry 2:
C39H47N4P2PbS5SbSi2Te as an isolated structure in a non-equilibrium geometry, computed with the ωB97M-V functional and the def2-TZVPD basis.

Results
Multiplicity   2
DFT total energy   -5687.32035 a.u.
Frontier orbital gap (alpha / beta)   6.93 / 5.65 eV
Expectation value of S²   0.765
Relative energy (zero: lowest compared OMol25 entry of this formula, charge and spin)   0.00 kJ/mol
LUMO level (alpha / beta)   0.0713 / 0.0122 Eh
Total charge   -1

XYZ file:
```
102
Properties=species:S:1:pos:R:3:mulliken_charge:R:1
Pb -0.86 0.37 2.04 0.429
C 0.36 -5.33 0.64 -0.885
Si 1.23 -4.08 -0.46 -0.115
C 1.32 -4.84 -2.17 -1.098
C 3.08 -3.88 0.08 -0.536
N 0.43 -2.64 -0.21 0.326
P 0.31 -1.23 -0.97 0.788
C -0.49 -0.01 -0.18 -0.970
P -1.73 1.00 -0.61 0.164
N -2.22 1.69 0.74 1.067
Si -3.43 2.84 1.11 -0.340
C -3.74 3.05 2.90 -0.826
C -2.99 4.54 0.39 -0.711
C -5.05 2.40 0.34 -0.968
C -3.14 0.15 -1.40 1.984
C -4.02 -0.59 -0.60 -1.109
C -5.22 -1.04 -1.11 -0.669
C -5.60 -0.76 -2.42 -0.866
C -4.69 -0.09 -3.25 -1.114
C -3.48 0.32 -2.74 -1.191
C -1.25 2.34 -1.75 1.387
C -2.09 2.98 -2.62 -0.486
C -1.61 3.95 -3.50 -0.789
C -0.28 4.31 -3.50 -0.900
C 0.60 3.74 -2.55 -0.602
C 0.08 2.74 -1.70 -0.380
C 2.01 -0.61 -1.29 0.409
C 2.71 -0.93 -2.45 0.264
C 4.05 -0.56 -2.69 -0.851
C 4.70 0.23 -1.77 -0.794
C 4.06 0.49 -0.54 -0.177
C 2.78 0.11 -0.33 -0.366
C -0.42 -1.30 -2.63 -0.107
C -1.30 -2.30 -2.95 -0.174
C -1.90 -2.34 -4.21 -0.919
C -1.62 -1.33 -5.16 -0.702
C -0.72 -0.35 -4.83 -1.001
C -0.16 -0.33 -3.59 0.207
H 0.72 -6.36 0.61 0.312
H -0.69 -5.38 0.33 0.246
H 0.37 -4.99 1.66 0.145
H 2.07 -5.54 -2.32 0.554
H 1.50 -4.05 -2.93 0.200
H 0.34 -5.26 -2.45 0.295
H 3.68 -4.81 -0.13 0.309
H 3.20 -3.67 1.19 -0.044
H 3.51 -3.00 -0.40 0.121
H -2.86 3.43 3.37 0.305
H -4.02 2.07 3.28 0.121
H -4.58 3.76 3.00 0.294
H -2.10 5.08 0.75 0.181
H -3.87 5.16 0.61 0.349
H -2.93 4.41 -0.70 0.160
H -5.36 1.42 0.76 0.216
H -4.87 2.17 -0.73 0.207
H -5.89 3.13 0.44 0.439
H -3.82 -0.66 0.49 0.464
H -5.87 -1.68 -0.50 0.413
H -6.51 -1.05 -2.89 0.421
H -4.91 0.23 -4.25 0.492
H -2.83 0.81 -3.41 0.983
H -3.17 2.72 -2.68 0.415
H -2.27 4.36 -4.25 0.406
H 0.10 4.95 -4.28 0.379
H 1.65 3.99 -2.49 0.468
H 0.83 2.21 -1.06 -0.057
H 2.23 -1.55 -3.24 0.147
H 4.56 -0.82 -3.60 0.428
H 5.72 0.54 -1.98 0.350
H 4.61 1.06 0.23 0.117
H 2.29 0.39 0.59 0.251
H -1.49 -3.04 -2.17 0.539
H -2.46 -3.23 -4.48 0.438
H -2.10 -1.38 -6.12 0.428
H -0.52 0.44 -5.49 0.524
H 0.55 0.48 -3.33 0.419
S -2.57 0.43 5.26 -0.525
Sb -1.52 -1.57 5.24 0.435
S -1.75 -2.69 3.17 -0.446
S 0.88 -0.94 5.42 -0.501
C 3.08 3.94 0.92 -0.845
N 2.71 3.13 2.07 0.354
C 3.39 2.03 2.60 -0.615
C 2.63 1.56 3.59 -0.549
N 1.43 2.29 3.60 0.208
C 1.51 3.31 2.73 -0.185
S 0.38 4.54 2.56 -0.374
H 3.96 4.57 1.14 0.324
H 2.22 4.59 0.79 0.268
H 3.25 3.35 0.02 0.224
H 4.41 1.68 2.36 0.479
H 2.85 0.70 4.23 0.448
H 0.57 2.13 4.17 0.314
Te 1.71 -2.82 4.02 0.421
C 3.36 -3.20 5.30 0.126
C 3.46 -4.04 6.36 -0.432
C 4.76 -4.03 6.94 -0.456
C 5.63 -3.20 6.26 -0.491
S 4.84 -2.48 4.92 -0.047
H 2.58 -4.57 6.72 0.384
H 5.03 -4.61 7.87 0.278
H 6.70 -3.15 6.27 0.387
```